Record 1
The following is a quantum chemistry calculation of a molecular structure, C5H11N2 at a distorted geometry, from OMol25.

Calculated values
Highest occupied orbital energy in eV: -12.8
Relative energy (zero: lowest compared OMol25 entry of this formula, charge and spin) in kcal per mole: 37.9
Calculated total energy in hartree: -306.323076
Maximum force in eV/A: 4.21
LUMO level in Ha: -0.1177
Net charge: +1
Orbital gap in eV: 9.6

Positions of all 18 atoms, in Å:
C1 -0.6683 -1.2670 0.6969
C2 -1.3145 1.1343 0.0919
C3 0.0150 -1.4919 -0.6610
C4 -0.5327 0.2170 0.9892
C5 0.5707 0.7478 0.1013
N1 1.5676 1.6556 0.3344
N2 0.8259 -0.2636 -0.9608
H1 -1.7169 -1.5565 0.6573
H2 -0.1873 -1.8505 1.4793
H3 -1.8040 0.7490 -0.7770
H4 -1.5216 2.1330 0.4164
H5 0.6720 -2.3586 -0.6259
H6 -0.7124 -1.6512 -1.4549
H7 -0.5025 0.4785 2.0417
H8 1.6161 2.4792 -0.2545
H9 1.6999 1.9013 1.3053
H10 1.8339 -0.4635 -0.9469
H11 0.6125 0.0945 -1.8980

Mulliken population analysis, charges in e, atoms 1 to 8: -0.74 -0.94 -0.63 0.27 -0.08 -0.53 -0.05 0.32



Record 2
The following is a quantum chemistry calculation of a molecular structure, C6H14Cl8N2O4 at a distorted geometry, from OMol25.

Calculated values
Highest occupied orbital energy in eV: -9.7
Relative energy (zero: lowest compared OMol25 entry of this formula, charge and spin) in kcal per mole: 195.7
Calculated total energy in hartree: -4328.507873
Maximum force in eV/A: 6.94
LUMO level in Ha: -0.0064
Orbital gap in eV: 9.5

Positions of all 34 atoms, in Å:
C1 -1.6946 -1.0474 1.0390
N1 -2.8666 -1.6990 0.4148
O1 -2.9237 -2.9134 0.3914
O2 -3.7499 -0.9662 -0.0288
H1 -1.2206 -1.5537 1.8799
H2 -2.0058 -0.0324 1.2858
H3 -0.9844 -1.0075 0.2132
C2 0.3835 -1.4086 -2.4521
N2 -0.3779 -2.0361 -1.3684
O3 -1.5052 -2.4313 -1.6546
O4 0.1385 -2.1123 -0.2723
H4 1.0793 -0.6936 -2.0132
H5 -0.2257 -0.9812 -3.2485
H6 0.9395 -2.2809 -2.7958
C3 0.9285 1.1447 0.3106
Cl1 1.2774 0.9678 -1.3596
Cl2 0.6867 -0.3870 1.1602
H7 1.6969 1.7789 0.7527
H8 -0.0279 1.6654 0.3570
C4 3.5475 3.5040 -1.2690
Cl3 3.1030 2.9679 0.3483
Cl4 5.2368 3.9953 -1.4251
H9 3.2796 2.8101 -2.0658
H10 2.9772 4.4093 -1.4771
C5 -3.1366 2.5447 1.1112
Cl5 -4.3576 1.2344 1.2432
Cl6 -1.7865 2.0141 0.0050
H11 -3.6116 3.4173 0.6629
H12 -2.7770 2.8766 2.0851
C6 1.6311 -2.7185 1.5248
Cl7 2.9030 -3.2830 2.6074
Cl8 -0.0289 -2.6167 2.2097
H13 1.9633 -1.7546 1.1393
H14 1.5088 -3.4071 0.6888

Mulliken population analysis, charges in e, atoms 1 to 8: 0.81 1.02 -0.55 -0.65 0.14 -0.05 -0.83 -0.93



Record 3
The following is a quantum chemistry calculation of 8 unconnected molecules or ions with the total composition C30H65Br6N3O12 at a distorted geometry, from OMol25.

Calculated values
Highest occupied orbital energy in eV: -8.2
SMILES string: COCCNCCOC.COCCNCCOC.COCCNCCOC.O=C1OCCO1.O=C1OCCO1.BrCCBr.BrCCBr.BrCCBr
Calculated total energy in hartree: -17693.062804
Maximum force in eV/A: 3.96
LUMO level in Ha: 0.0074
Orbital gap in eV: 8.4

Positions of all 116 atoms, in Å:
C1 -6.4003 5.6606 11.8387
O1 -7.0796 4.4133 11.4942
C2 -8.4893 4.5067 11.1592
C3 -8.7366 3.3239 10.2790
N1 -8.7017 2.1351 11.0851
C4 -8.5886 0.9239 10.2506
C5 -9.8853 0.4447 9.5333
O2 -9.5262 -0.4591 8.5558
C6 -10.5078 -0.7625 7.6087
H1 -6.8492 6.3054 12.5942
H2 -6.2827 6.1671 10.8807
H3 -5.3397 5.5063 12.0371
H4 -8.7436 5.3311 10.4931
H5 -9.0553 4.5753 12.0882
H6 -8.0463 3.3307 9.4355
H7 -9.7047 3.4682 9.7993
H8 -7.7996 2.2513 11.5243
H9 -8.1724 0.1270 10.8669
H10 -7.7656 0.9913 9.5390
H11 -10.5079 1.2344 9.1129
H12 -10.4518 -0.1817 10.2224
H13 -10.7357 0.0201 6.8850
H14 -11.4322 -1.0053 8.1328
H15 -10.2057 -1.6088 6.9919
C7 -3.5894 15.0010 11.3585
O3 -4.9611 14.6243 11.2182
C8 -5.2252 13.2777 11.6398
C9 -6.6742 12.8480 11.3337
N2 -6.9102 12.5477 9.8727
C10 -8.3522 12.5241 9.4966
C11 -8.5767 12.0447 8.0426
O4 -8.4999 13.1015 7.1323
C12 -8.4809 12.7689 5.7363
H16 -3.0083 14.6303 10.5141
H17 -3.0638 14.7428 12.2778
H18 -3.5686 16.0893 11.3017
H19 -5.0751 13.3427 12.7175
H20 -4.4493 12.6504 11.2009
H21 -7.4571 13.5454 11.6318
H22 -6.7973 11.9716 11.9700
H23 -6.1151 12.2582 9.3212
H24 -8.7293 13.5418 9.5976
H25 -8.9399 11.8399 10.1085
H26 -9.5181 11.5266 7.8602
H27 -7.7648 11.3409 7.8593
H28 -7.7013 12.0426 5.5065
H29 -8.1371 13.7060 5.2983
H30 -9.3639 12.4360 5.1907
C13 -7.7914 13.4318 14.3687
O5 -8.7567 12.8194 13.4931
C14 -9.9542 13.5540 13.3515
C15 -11.0327 12.9656 12.4333
N3 -11.3947 11.6349 12.9549
C16 -12.4511 10.9752 12.1073
C17 -11.7976 10.2526 10.9302
O6 -11.2864 8.9847 11.1505
C18 -11.8637 8.1951 12.2568
H31 -7.5419 14.4648 14.1265
H32 -6.8818 12.8371 14.4531
H33 -8.0976 13.3127 15.4080
H34 -9.6530 14.4990 12.8994
H35 -10.3505 13.7407 14.3496
H36 -10.6235 13.0963 11.4315
H37 -11.9529 13.5405 12.5377
H38 -10.4877 11.1975 13.0332
H39 -13.0402 11.7170 11.5681
H40 -13.1092 10.3682 12.7290
H41 -11.0182 10.8282 10.4310
H42 -12.5402 10.2358 10.1325
H43 -12.9417 8.0506 12.1850
H44 -11.7641 8.4663 13.3079
H45 -11.3475 7.2377 12.1855
O7 -6.5529 9.8074 3.4025
C19 -5.5864 10.0727 4.1292
O8 -5.5415 9.9313 5.4507
C20 -4.2666 10.2857 5.9713
C21 -3.6250 11.0081 4.7610
O9 -4.3383 10.4232 3.6482
H46 -4.4518 10.9104 6.8451
H47 -3.7315 9.3889 6.2837
H48 -2.5662 10.7540 4.8107
H49 -3.8797 12.0678 4.7743
O10 -5.7968 9.2213 8.4450
C22 -6.8384 8.9508 9.0784
O11 -7.0064 8.9976 10.4068
C23 -8.3199 8.5568 10.7049
C24 -9.0301 8.7836 9.3994
O12 -7.9976 8.6942 8.4787
H50 -8.3923 7.5529 11.1232
H51 -8.7339 9.2439 11.4429
H52 -9.6057 9.7087 9.4303
H53 -9.6690 7.9042 9.3173
Br1 -2.8598 11.3259 8.9868
C25 -2.7947 9.7478 10.1625
C26 -3.7449 9.8733 11.3255
Br2 -3.6667 8.2340 12.4013
H54 -1.7935 9.6302 10.5769
H55 -2.9232 8.9181 9.4674
H56 -4.7919 10.1096 11.1353
H57 -3.3490 10.5859 12.0490
Br3 -10.7083 11.1700 18.1700
C27 -10.4091 11.1582 16.2525
C28 -9.0763 10.4263 15.9273
Br4 -9.0036 9.6685 14.0714
H58 -10.4052 12.1947 15.9151
H59 -11.2820 10.6249 15.8761
H60 -9.0272 9.5295 16.5449
H61 -8.1275 10.9494 16.0467
Br5 -8.5154 5.7700 7.1434
C29 -9.6167 6.7108 5.7024
C30 -8.7970 7.6487 4.8860
Br6 -9.8917 8.7376 3.6739
H62 -10.4642 7.1525 6.2267
H63 -9.9553 5.9252 5.0270
H64 -8.0986 7.1862 4.1886
H65 -8.3566 8.3688 5.5756

Mulliken population analysis, charges in e, atoms 1 to 8: -0.62 -0.44 0.40 -0.88 -0.39 -0.74 -0.36 -0.33



Record 4
The following is a quantum chemistry calculation of 3 unconnected molecules or ions with the total composition C2H8NO2S at a distorted geometry, from OMol25.

Calculated values
Highest occupied orbital energy in eV: -12.1
Relative energy (zero: lowest compared OMol25 entry of this formula, charge and spin) in kcal per mole: 26.5
Calculated total energy in hartree: -684.125596
Maximum force in eV/A: 4.34
LUMO level in Ha: -0.1685
Net charge: +1
Orbital gap in eV: 7.5

Positions of all 14 atoms, in Å:
C1 1.2303 -2.0944 0.1906
C2 -0.0314 -0.1607 -1.9613
N1 1.4701 -1.7763 1.3901
O1 -0.4443 0.8474 -2.6485
O2 0.3801 -0.1719 -0.8124
S1 -2.2371 3.1157 1.3961
H1 2.0068 -1.9349 -0.5703
H2 0.3301 -2.6468 -0.1471
H3 -0.2076 -1.1255 -2.3889
H4 2.2295 -1.1533 1.8237
H5 -2.8259 2.6364 2.5070
H6 0.6235 -1.6254 1.9870
H7 -0.0985 1.7210 -2.5058
H8 -2.4255 4.3689 1.7398

Mulliken population analysis, charges in e, atoms 1 to 8: -0.07 0.32 -0.26 -0.38 -0.53 -0.31 0.29 0.28



Record 5
The following is a quantum chemistry calculation of a molecular structure, C3H7IN2S at a distorted geometry, from OMol25.

Calculated values
Highest occupied orbital energy in eV: -8.4
Relative energy (zero: lowest compared OMol25 entry of this formula, charge and spin) in kcal per mole: 36.0
Calculated total energy in hartree: -923.792192
Maximum force in eV/A: 5.33
LUMO level in Ha: 0.0030
Orbital gap in eV: 8.4

Positions of all 14 atoms, in Å:
C1 0.2966 1.8216 -0.2790
C2 -0.0830 -2.2620 0.3566
C3 0.4600 -0.9615 -0.2140
N1 -0.3958 2.7667 0.3538
N2 -0.5264 0.0718 0.0756
S1 1.5608 2.0103 -1.1965
I1 -2.1097 0.2815 -1.1847
H1 -0.8854 -2.7495 -0.1973
H2 0.7392 -3.0903 0.1927
H3 -0.2276 -2.1860 1.4826
H4 1.2000 -0.7238 0.3787
H5 0.7703 -1.0870 -1.2571
H6 -0.7807 2.4216 1.1967
H7 -0.0183 3.6866 0.2918

Mulliken population analysis, charges in e, atoms 1 to 8: 0.44 -1.04 -0.50 -0.37 -0.55 -0.32 0.10 0.33



Record 6
The following is a quantum chemistry calculation of 3 unconnected molecules or ions with the total composition C3H13N5 at a distorted geometry, from OMol25.

Calculated values
Highest occupied orbital energy in eV: -7.7
Relative energy (zero: lowest compared OMol25 entry of this formula, charge and spin) in kcal per mole: 107.6
Calculated total energy in hartree: -395.720161
Maximum force in eV/A: 1.26
LUMO level in Ha: 0.0306
Orbital gap in eV: 8.5

Positions of all 21 atoms, in Å:
C1 -2.4755 0.1334 0.4972
N1 -1.5261 1.8676 1.4738
N2 -1.9209 -1.0643 0.6698
H1 -1.8745 -1.4548 1.6002
H2 -0.7098 1.4851 1.9475
H3 -1.1824 2.4457 0.7084
H4 -1.2824 -1.4428 -0.0339
H5 -2.6536 0.9341 1.3541
H6 -2.4612 0.4619 -0.5424
N3 0.9640 0.6194 -0.6659
C2 1.2338 -0.7423 -0.8145
N4 1.9075 1.3764 0.0574
N5 0.1679 -1.3938 -1.4932
C3 2.3253 -1.3777 -0.3761
H7 -0.0155 0.8449 -0.5063
H8 1.6299 1.4784 1.0297
H9 1.9959 2.2928 -0.3614
H10 0.4231 -2.3330 -1.7684
H11 -0.1314 -0.8759 -2.3128
H12 3.0666 -0.8556 0.2047
H13 2.5194 -2.3996 -0.6679

Mulliken population analysis, charges in e, atoms 1 to 8: -0.46 -0.90 -0.24 0.21 0.20 0.22 0.30 0.44



Record 7
The following is a quantum chemistry calculation of a molecular structure, C14H22NO8PS2Zr, from OMol25.

Calculated values
Highest occupied orbital energy (alpha / beta) in eV: -2.7 / -4.9
Relative energy (zero: lowest compared OMol25 entry of this formula, charge and spin) in kcal per mole: 17.7
Calculated total energy in hartree: -2388.445785
Maximum force in eV/A: 0.55
LUMO level (alpha / beta) in Ha: 0.0787 / 0.0786
Net charge: -1
Orbital gap (alpha / beta) in eV: 4.9 / 7.1
2S+1: 2

Positions of all 49 atoms, in Å:
Zr1 -0.2721 0.1889 -0.7079
C1 4.1427 3.7472 2.2285
C2 4.3326 2.3849 1.5982
O1 3.6280 2.3073 0.3404
P1 2.1736 1.6649 0.2749
S1 2.0768 -0.1763 1.0286
S2 0.6980 2.8610 0.8077
O2 1.9750 1.4920 -1.3253
C3 2.9114 0.6894 -2.1079
C4 2.4573 0.7458 -3.5443
H1 4.7136 3.8119 3.1559
H2 3.0892 3.9152 2.4502
H3 4.4835 4.5293 1.5502
H4 3.9847 1.5845 2.2540
H5 5.3765 2.1956 1.3530
H6 2.8952 -0.3307 -1.7259
H7 3.9034 1.1192 -1.9704
H8 1.4651 0.3058 -3.6418
H9 3.1430 0.1660 -4.1632
H10 2.4311 1.7740 -3.9047
O3 -3.8019 -5.8767 -0.2369
C5 -4.3016 -4.7686 0.0304
O4 -5.4086 -4.4760 0.5307
C6 -3.4141 -3.5540 -0.3075
C7 -3.8825 -2.2431 -0.0730
C8 -3.0772 -1.1674 -0.2931
N1 -1.7749 -1.2992 -0.7209
C9 -1.3676 -2.5710 -1.0876
C10 -2.1495 -3.6895 -0.8552
C11 -0.0216 -2.5882 -1.6982
O5 0.5542 -3.5704 -2.1058
O6 0.5000 -1.3471 -1.7544
H11 -4.8924 -2.1249 0.2960
H12 -3.4100 -0.1537 -0.0990
H13 -1.7710 -4.6714 -1.1053
C12 -2.3496 2.2009 -1.9754
O7 -1.1190 1.5369 -1.8648
H14 -2.2524 3.0757 -2.6242
H15 -2.7037 2.5491 -0.9985
H16 -3.1166 1.5484 -2.4042
C13 -0.7374 -0.3264 3.6156
C14 -1.5702 -0.4872 2.3660
O8 -1.1649 0.4743 1.3529
H17 -1.0558 -1.0611 4.3558
H18 -0.8698 0.6689 4.0477
H19 0.3203 -0.4774 3.4021
H20 -2.6279 -0.3217 2.5672
H21 -1.4561 -1.4744 1.9241
H22 -0.6867 1.2189 1.7652

Mulliken population analysis, charges in e, atoms 1 to 8: 1.58 -0.99 -0.35 -0.27 0.98 -0.42 -0.55 -0.31



Record 8
The following is a quantum chemistry calculation of 15 unconnected molecules or ions with the total composition H30O15 at a distorted geometry, from OMol25.

Calculated values
Highest occupied orbital energy in eV: -9.2
Relative energy (zero: lowest compared OMol25 entry of this formula, charge and spin) in kcal per mole: 222.6
Calculated total energy in hartree: -1146.285325
Maximum force in eV/A: 9.86
LUMO level in Ha: -0.0123
Orbital gap in eV: 8.9

Positions of all 45 atoms, in Å:
H1 -0.5795 0.5851 -0.6607
H2 0.2360 0.0160 0.5493
H3 -1.8460 -1.1071 3.2785
H4 -0.6416 -0.3915 2.6472
H5 1.9852 0.2139 3.8907
H6 1.6025 -0.3731 2.6218
H7 0.2958 2.0615 -5.2372
H8 0.2599 1.1841 -4.0306
H9 -3.8354 -0.3835 -0.2452
H10 -3.2464 -0.7177 -1.5879
H11 1.8934 -1.0557 -2.5120
H12 0.3765 -1.2732 -2.5085
H13 1.0690 3.4858 0.4717
H14 1.3735 4.1446 -0.8520
H15 -2.9719 1.7870 -0.5060
H16 -4.4232 1.7025 -0.7204
H17 2.5413 0.1376 -3.3859
H18 3.3719 1.2828 -2.9577
H19 3.3217 -1.6265 -0.9012
H20 3.8329 -1.6976 0.4663
H21 0.1347 -2.5174 -0.2973
H22 1.2228 -1.6852 0.4627
H23 -1.1644 -3.0132 -1.5873
H24 -1.0341 -4.3510 -2.3002
H25 0.3871 -2.5099 4.4342
H26 1.3385 -2.7966 3.4310
H27 -3.3913 3.6392 -1.0420
H28 -2.2035 4.1059 -1.6773
H29 0.1953 0.8910 4.3900
H30 -1.0635 0.3993 5.0762
O1 -0.6093 0.3878 0.3154
O2 -0.8779 -1.1442 3.0546
O3 1.9734 -0.6515 3.3958
O4 0.3813 2.1357 -4.2012
O5 -4.1247 -0.6174 -1.1984
O6 1.0157 -0.6058 -2.4528
O7 1.7648 3.9905 0.0081
O8 -3.6901 1.3763 -0.0808
O9 2.6729 0.7257 -2.5733
O10 4.0583 -2.0187 -0.3735
O11 0.8051 -1.8462 -0.4820
O12 -0.5725 -3.8080 -1.7272
O13 1.3385 -2.4179 4.2610
O14 -2.5582 3.9036 -0.7923
O15 -0.6145 0.4530 4.1363

Mulliken population analysis, charges in e, atoms 1 to 8: 0.24 0.18 0.25 0.35 0.21 0.27 0.33 0.27